(1)
Here is a 6-piece molecular cluster, C6H26NO6 overall in a non-equilibrium geometry from OMol25. Energies are from ωB97M-V/def2-TZVPD.

Its net charge is +1. The calculation puts the largest force on an atom at 2.23 eV/Å. The HOMO-LUMO gap comes out at 10.901 eV. The relative energy (zero: lowest compared OMol25 entry of this formula, charge and spin) is 193.4 kJ/mol. Its LUMO energy is -2.9443 eV.

XYZ file:
```
39
C6H26NO6 (ωB97M-V/def2-TZVPD)
C -1.5533 0.9813 -0.1025
O -0.3878 1.7214 0.0874
C -1.4812 -0.1807 0.9119
C -0.1686 -0.9812 0.5395
C 0.6569 -1.4430 1.7323
C 1.5164 -0.3482 2.3953
C 1.6204 -2.5375 1.1682
N -2.6522 -1.1184 0.5618
H -2.4280 1.6168 0.0723
H -1.6414 0.5925 -1.1232
H 0.2174 1.5706 -0.6467
H -1.4516 0.1952 1.9301
H 0.3957 -0.3574 -0.1381
H -0.5392 -1.8647 0.0223
H 0.0173 -1.8631 2.5145
H 2.2594 -0.8562 3.0141
H 2.0642 0.2646 1.6834
H 0.9798 0.3241 3.0557
H 2.5154 -2.0454 0.7835
H 1.9683 -3.0942 2.0367
H 1.1217 -3.0770 0.3714
H -3.5551 -0.7762 0.8797
H -2.5843 -1.0868 -0.4737
H -2.3836 -2.0241 0.9332
H 0.4668 2.3530 2.1821
H 1.1255 2.2629 3.4835
O 1.2455 2.7080 2.6361
H -0.1236 -1.4951 -4.4521
H 0.0217 -0.4208 -3.3145
O -0.5882 -1.0290 -3.7478
H -2.4266 -1.5118 -2.6456
H -1.8668 -2.9173 -2.1569
O -2.0729 -2.0145 -1.9066
H 0.6930 1.8099 -3.6589
H 1.4270 2.2647 -2.3549
O 0.6013 1.9065 -2.7066
H 3.5051 2.1039 0.4527
H 2.0632 2.1544 0.2532
O 2.8548 1.8537 -0.2184
```

(2)
Here is a 2-piece molecular cluster, CH5ClNP overall in a non-equilibrium geometry from OMol25. Energies are from ωB97M-V/def2-TZVPD.

The calculation puts the largest force on an atom at 3.25 eV/Å. The HOMO-LUMO gap comes out at 9.562 eV. The relative energy (zero: lowest compared OMol25 entry of this formula, charge and spin) is 157.7 kJ/mol. Its LUMO energy is 0.3484 eV.

XYZ file:
```
9
CH5ClNP (ωB97M-V/def2-TZVPD)
C -1.0371 0.8014 0.6575
P -2.2044 0.1348 -0.3327
Cl -3.5068 -0.5773 0.9774
H -0.2512 1.3993 0.1653
H -1.0550 0.8715 1.7067
N 1.8494 -0.5551 -0.6007
H 2.1968 -1.5568 -0.2960
H 1.4052 -0.5969 -1.4933
H 2.6031 0.0792 -0.7843
```

(3)
Here is one molecule with the formula C5H8O from OMol25. Energies are from ωB97M-V/def2-TZVPD.

The calculation puts the largest force on an atom at 0.51 eV/Å. The HOMO-LUMO gap comes out at 10.532 eV. The relative energy (zero: lowest compared OMol25 entry of this formula, charge and spin) is 125.4 kJ/mol. Its LUMO energy is 0.9658 eV.

XYZ file:
```
14
C5H8O (ωB97M-V/def2-TZVPD)
C 1.2466 -1.2073 -0.6402
C -0.0679 -1.0078 -0.7042
C -0.7364 0.1338 0.0607
C -0.3935 1.5577 -0.3768
C -0.2186 -0.1820 1.4552
O 0.7644 0.3234 1.9397
H 1.8926 -0.4775 -0.1561
H 1.7180 -2.1191 -0.9894
H -0.7150 -1.7557 -1.1574
H -1.8231 -0.0141 0.0370
H 0.6696 1.7604 -0.2270
H -0.9553 2.2830 0.2242
H -0.6418 1.7264 -1.4291
H -0.7398 -1.0212 1.9632
```

(4)
Here is a 9-piece molecular cluster, C17H52N8O9 overall in a non-equilibrium geometry from OMol25. Energies are from ωB97M-V/def2-TZVPD.

The calculation puts the largest force on an atom at 11.35 eV/Å. The HOMO-LUMO gap comes out at 8.382 eV. The relative energy (zero: lowest compared OMol25 entry of this formula, charge and spin) is 1141.2 kJ/mol. Its LUMO energy is -0.2152 eV.

XYZ file:
```
86
C17H52N8O9 (ωB97M-V/def2-TZVPD)
N -0.5770 -3.6569 0.9596
C -0.7653 -3.8543 -0.2716
N 0.1365 -4.6990 -0.6491
O -1.8581 -3.3949 -1.0474
H -1.2427 -3.1174 1.4790
H 0.2702 -4.0512 1.4113
H 0.0402 -5.1375 -1.5567
H 0.9177 -4.9115 0.0090
N 0.3943 -1.6983 -2.4352
C 1.6770 -1.9687 -2.3867
N 2.0141 -2.9585 -1.6138
O 2.6248 -1.2645 -3.1170
H 0.0797 -0.8691 -3.0558
H -0.3745 -2.3115 -2.1243
H 2.9890 -3.3070 -1.6042
H 1.2749 -3.6105 -1.1897
N -1.5388 -0.9719 2.4145
C -1.2495 -1.4463 3.5210
N -0.0539 -1.8602 3.6767
O -2.2036 -1.5863 4.4593
H -2.4184 -0.7508 2.1749
H -0.7258 -0.7412 1.8348
H 0.0539 -2.2507 4.6106
H 0.7121 -1.9163 2.9312
N -0.2721 1.8261 -3.0467
C -1.1353 1.0970 -3.6063
N -0.4097 0.1424 -4.2769
O -2.4624 1.2010 -3.3747
H -0.5922 2.3919 -2.2937
H 0.7381 1.6389 -3.1760
H -0.8306 -0.7209 -4.7265
H 0.4626 0.2664 -4.8450
C 3.6813 -1.8438 3.1838
C 2.6997 -1.2542 2.2040
C 3.4447 -0.6887 0.9103
O 1.8274 -2.0753 1.8746
H 4.3428 -1.0629 3.6315
H 4.3333 -2.5605 2.6532
H 3.2114 -2.4220 3.8786
H 2.2642 -0.4238 2.7256
H 4.4289 -0.2920 1.1012
H 2.9043 0.2021 0.4487
H 3.4720 -1.4121 0.1125
H 1.4074 -1.7537 1.0299
C 4.1220 4.1905 1.3351
C 3.4074 2.9647 1.1261
C 2.4693 2.5429 2.2559
O 2.7628 2.9452 0.0617
H 3.4486 4.9037 1.9217
H 4.2662 4.7438 0.3981
H 4.9806 4.0237 1.8847
H 4.2431 2.2567 0.9935
H 2.9574 2.0779 3.0076
H 1.7861 1.8012 2.0150
H 2.0118 3.5380 2.5057
H 2.7887 2.0498 -0.3756
C -2.6786 3.5301 -1.3226
C -1.6554 3.9515 -0.2211
C -2.0064 3.1985 1.0837
O -0.5105 3.6195 -0.6064
H -2.3386 3.7515 -2.3467
H -3.6136 3.9847 -0.9928
H -2.6800 2.4713 -1.2688
H -1.6276 5.0394 -0.0361
H -1.2325 3.1642 1.8429
H -2.2425 2.1171 1.0261
H -2.7323 3.7032 1.6300
H 0.1966 3.9903 -0.0762
C -4.7577 -1.0107 -2.6952
C -4.3647 -1.2933 -1.1831
C -2.9771 -0.7882 -0.6628
O -5.1810 -0.7482 -0.3957
H -5.7608 -1.1439 -2.8717
H -4.2028 -1.6790 -3.2947
H -4.5180 -0.0338 -3.0125
H -4.4283 -2.3386 -1.1026
H -2.9554 0.1953 -0.3116
H -2.2034 -0.8746 -1.4065
H -2.5766 -1.4208 0.1557
H -6.0041 -1.1940 -0.4495
C 0.0305 0.6745 -0.1808
O 0.0644 -0.7654 0.0918
H 0.8451 0.8849 -0.8214
H 0.0982 1.1552 0.7562
H -0.8719 1.0760 -0.5566
H -0.0512 -1.1767 -0.7393
```

(5)
Here is C52H43I2N3O2P2SY as an isolated structure from OMol25. Energies are from ωB97M-V/def2-TZVPD.

Its net charge is +3. The calculation puts the largest force on an atom at 0.69 eV/Å. The HOMO-LUMO gap comes out at 5.847 eV. The relative energy (zero: lowest compared OMol25 entry of this formula, charge and spin) is 0.0 kJ/mol. Its LUMO energy is -8.8769 eV.

XYZ file:
```
106
C52H43I2N3O2P2SY (ωB97M-V/def2-TZVPD)
Y -0.6065 -1.3670 -0.1087
O -0.9672 -0.1909 1.7221
S -0.8031 1.2468 1.1254
C -2.3733 1.9740 1.3295
C -2.7921 2.2732 2.6179
C -3.9596 3.0011 2.8782
C -4.6678 3.4801 1.7992
C -5.8939 4.3548 1.7251
C -6.1547 4.5550 0.2094
C -5.1161 3.7039 -0.4755
C -4.8822 3.4296 -1.7980
C -3.8645 2.5153 -2.1144
C -3.0419 1.9135 -1.1723
P -2.0574 0.5090 -1.7610
C -3.2555 -0.6910 -2.4234
C -2.7191 -1.7997 -3.0957
C -3.5329 -2.8568 -3.4716
C -4.8902 -2.8276 -3.1599
C -5.4237 -1.7365 -2.4857
C -4.6118 -0.6688 -2.1177
C -1.1183 1.1574 -3.1615
C -1.5247 0.9888 -4.4823
C -0.7841 1.5641 -5.5090
C 0.3511 2.3051 -5.2173
C 0.7563 2.4767 -3.8992
C 0.0258 1.9026 -2.8716
C -3.1740 2.3035 0.1908
C -4.2690 3.1314 0.4930
C 0.3211 2.1659 2.1457
C -0.0564 3.4688 2.4139
C 0.7193 4.3726 3.1575
C 1.9018 3.9118 3.6594
C 2.9248 4.6018 4.5185
C 4.0467 3.5569 4.7098
C 3.5980 2.3654 3.9109
C 4.2327 1.1803 3.6671
C 3.5898 0.2738 2.8169
C 2.3455 0.4653 2.2355
P 1.8983 -0.9178 1.1239
C 3.3799 -1.0845 0.0645
C 4.4251 -1.9871 0.2627
C 5.5146 -1.9936 -0.6010
C 5.5808 -1.0931 -1.6562
C 4.5505 -0.1780 -1.8516
C 3.4574 -0.1821 -0.9987
C 1.8553 -2.3464 2.2528
C 2.1169 -3.6312 1.7621
C 1.9337 -4.7473 2.5631
C 1.4423 -4.5981 3.8552
C 1.1667 -3.3255 4.3478
C 1.3936 -2.2018 3.5555
C 1.6257 1.6777 2.5259
C 2.3280 2.5983 3.3370
H -2.1708 1.9716 3.4537
H -4.2516 3.2095 3.8984
H -5.7291 5.3000 2.2426
H -6.7356 3.8718 2.2239
H -6.0416 5.6001 -0.0805
H -7.1630 4.2576 -0.0787
H -5.4854 3.8626 -2.5853
H -3.7436 2.2339 -3.1559
H -1.6626 -1.8128 -3.3565
H -3.1225 -3.6974 -4.0164
H -5.5328 -3.6464 -3.4559
H -6.4808 -1.7131 -2.2557
H -5.0332 0.1731 -1.5858
H -2.4213 0.4307 -4.7188
H -1.1078 1.4425 -6.5343
H 0.9188 2.7635 -6.0162
H 1.6354 3.0687 -3.6810
H 0.3391 2.0474 -1.8435
H -1.0045 3.8324 2.0484
H 0.3648 5.3791 3.3314
H 2.4846 4.9126 5.4663
H 3.2849 5.5070 4.0289
H 4.1812 3.2861 5.7578
H 5.0117 3.9169 4.3533
H 5.2030 0.9483 4.0854
H 4.1222 -0.6451 2.5973
H 4.4111 -2.6734 1.0996
H 6.3269 -2.6897 -0.4356
H 6.4367 -1.0951 -2.3184
H 4.6052 0.5352 -2.6632
H 2.6487 0.5215 -1.1650
H 2.4744 -3.7578 0.7501
H 2.1700 -5.7378 2.1924
H 1.2941 -5.4686 4.4814
H 0.8046 -3.2037 5.3609
H 1.1860 -1.2185 3.9603
I -3.1773 -3.2080 0.2532
I -1.4987 -3.5713 2.2930
C 2.9467 -5.4469 -2.8340
N 2.1021 -4.3402 -2.3841
C 2.2497 -2.9564 -2.8100
C 1.1358 -2.3211 -2.0301
O 0.7853 -1.1308 -2.0023
N 0.5052 -3.2349 -1.2526
C 1.1137 -4.4305 -1.5052
N 0.7406 -5.5533 -0.9157
H 3.5607 -5.0992 -3.6591
H 2.3314 -6.2698 -3.1981
H 3.6011 -5.7889 -2.0328
H 2.1058 -2.8405 -3.8863
H 3.2166 -2.5309 -2.5234
H -0.0550 -5.5574 -0.2995
H 1.1773 -6.4322 -1.1417
```

(6)
Here is C4H6CuNaO as an isolated structure in a non-equilibrium geometry from OMol25. Energies are from ωB97M-V/def2-TZVPD.

Its net charge is +1. The spin multiplicity is 2. The calculation puts the largest force on an atom at 2.38 eV/Å. The HOMO-LUMO gap (spin up / spin down) comes out at 5.857 / 5.390 eV. Its LUMO energy (spin up / spin down) is -5.1450 / -5.4460 eV.

XYZ file:
```
13
C4H6CuNaO (ωB97M-V/def2-TZVPD)
C 0.8800 -0.9102 0.8259
C 1.7928 -1.0138 -0.2214
H 1.1303 -0.5375 1.8260
H 0.3108 -1.7968 1.1156
H 2.8146 -1.3637 -0.0302
H 1.4247 -1.0069 -1.2521
Cu 2.1426 1.4664 0.2370
O -1.3541 1.8128 0.1748
C -1.8295 0.7152 -0.3147
C -1.3539 -0.5495 -0.1919
Na -1.5811 3.8321 -0.4222
H -1.7239 -1.4503 -0.6828
H -2.6534 0.8022 -1.0641
```

Number 1: calculated total energy -20412.4176 eV. Number 2: calculated total energy -24418.7603 eV. Number 3: calculated total energy -7360.9555 eV. Number 4: calculated total energy -48813.7491 eV. Number 5: calculated total energy -109828.2153 eV. Number 6: calculated total energy -55335.4194 eV.